{"formula": "C36H42AlN7O2PS", "method": "wB97M-V/def2-TZVPD", "symbols": ["Al", "C", "N", "C", "C", "N", "C", "C", "C", "C", "C", "C", "N", "C", "N", "C", "C", "C", "C", "C", "C", "N", "H", "H", "H", "H", "H", "H", "H", "H", "H", "H", "H", "H", "H", "H", "H", "N", "C", "N", "C", "C", "O", "C", "C", "H", "H", "H", "H", "H", "H", "H", "H", "C", "S", "C", "O", "H", "H", "H", "H", "H", "H", "C", "P", "C", "C", "C", "C", "C", "C", "C", "C", "C", "C", "C", "C", "H", "H", "H", "H", "H", "H", "H", "H", "H", "H", "H", "H", "H"], "positions_angstrom": [[0.347690, -0.356028, 1.637737], [1.789869, -1.361228, 4.196969], [2.178910, -0.853777, 2.878261], [2.902891, -1.889783, 2.047209], [2.089124, -2.413894, 0.954295], [0.825711, -1.936808, 0.677282], [0.173442, -2.912410, -0.118376], [-1.155562, -3.136457, -0.445442], [-1.498259, -4.349165, -1.058580], [-0.556843, -5.343913, -1.265951], [0.777744, -5.150002, -0.997568], [1.103494, -3.956027, -0.385335], [2.322788, -3.549773, 0.227712], [0.307539, -1.558731, 4.217511], [-0.458416, -1.169174, 3.160183], [-1.744253, -1.657535, 3.481891], [-2.925385, -1.779970, 2.711397], [-3.986899, -2.517642, 3.226863], [-3.906613, -3.056276, 4.515153], [-2.774100, -2.949840, 5.322234], [-1.753927, -2.153884, 4.816900], [-0.415169, -2.082150, 5.252245], [2.276168, -2.338539, 4.426098], [2.099001, -0.680975, 5.034009], [2.791394, -0.011671, 2.978282], [3.852196, -1.442453, 1.662688], [3.206684, -2.750232, 2.625678], [-1.934049, -2.424819, -0.190708], [-2.543795, -4.546166, -1.349911], [-0.906853, -6.313926, -1.623032], [1.512147, -5.919902, -1.199640], [3.092223, -4.193396, 0.384262], [-2.996099, -1.345909, 1.699337], [-4.819863, -2.743087, 2.548155], [-4.757061, -3.584378, 4.907024], [-2.662023, -3.461590, 6.262475], [-0.044845, -2.368600, 6.140196], [1.568868, 1.070198, 1.003784], [2.089809, 2.075855, 0.696514], [2.775970, 3.145263, 0.463385], [2.144737, 4.472973, 0.423968], [3.131575, 5.565811, 0.950231], [4.438377, 5.481785, 0.366326], [4.999889, 4.215412, 0.786739], [4.215836, 3.030675, 0.248669], [1.225003, 4.498370, 1.036568], [1.794604, 4.645051, -0.622704], [3.268094, 5.542108, 2.015113], [2.739710, 6.592944, 0.745500], [5.062962, 4.157844, 1.894405], [6.043624, 4.173217, 0.437107], [4.628168, 2.122783, 0.701515], [4.420703, 2.938859, -0.818105], [-2.750510, 1.833105, 2.663627], [-1.284427, 2.153304, 1.698040], [-1.973465, 2.882536, 0.199496], [-1.092411, 0.613864, 1.095566], [-3.408752, 1.152302, 2.048338], [-3.304987, 2.777900, 2.788959], [-2.510205, 1.429775, 3.652403], [-3.065449, 2.717130, 0.203191], [-1.470428, 2.487784, -0.675448], [-1.745115, 3.984451, 0.241774], [0.758964, -1.487364, -3.651734], [-0.031913, -0.115602, -2.639163], [-1.809612, -0.375863, -3.051329], [-2.822874, -0.622607, -2.103421], [-4.098534, -0.940775, -2.475166], [-4.409091, -1.143399, -3.803482], [-3.459482, -0.933755, -4.782555], [-2.154259, -0.465128, -4.389162], [0.360932, 1.333439, -3.650195], [-0.524587, 2.442924, -3.788761], [-0.129092, 3.602970, -4.411278], [1.213286, 3.735410, -4.813392], [2.118681, 2.688605, -4.685433], [1.697546, 1.530787, -4.036630], [0.690235, -1.337314, -4.740812], [0.239428, -2.431294, -3.453681], [1.796336, -1.629124, -3.315226], [-2.610936, -0.430321, -1.044055], [-4.818403, -1.003276, -1.641293], [-5.416183, -1.474102, -4.016554], [-3.676055, -1.121876, -5.828662], [-1.436790, -0.271430, -5.177486], [-1.526418, 2.370710, -3.345543], [-0.782044, 4.436966, -4.493163], [1.557431, 4.658136, -5.292118], [3.125935, 2.763884, -5.084481], [2.396314, 0.718208, -3.887688]], "atomic_forces_ev_per_a": [[0.61, -0.12, -0.80], [0.24, -0.24, 1.37], [0.63, 0.14, -0.72], [1.60, 1.46, 0.02], [-3.13, -0.99, -2.55], [1.67, -0.79, 0.58], [1.04, -1.19, 0.18], [-0.59, 0.04, -0.28], [-0.65, 0.79, 0.43], [-0.26, -0.66, -0.55], [0.36, -0.10, 0.21], [0.43, 1.48, 0.47], [-0.88, 0.70, 1.03], [-1.11, 0.58, 0.41], [0.43, -1.33, 2.31], [-1.57, 0.31, 0.67], [0.60, 0.23, -0.40], [0.62, 0.32, -0.42], [0.07, -0.21, 0.54], [-0.50, 0.82, -0.72], [0.95, -0.94, -1.26], [0.41, 1.03, -2.47], [-0.25, 0.65, -0.17], [-0.22, -0.39, -0.83], [-0.73, -1.15, -0.11], [-0.67, -0.27, 0.22], [0.14, -0.09, 0.55], [0.16, 0.00, -0.22], [0.64, 0.23, 0.35], [0.25, 0.33, -0.13], [-0.01, 0.03, 0.12], [-0.02, 0.28, -0.08], [0.18, -0.38, 0.57], [0.15, 0.27, 0.67], [-0.12, -0.34, -0.01], [-0.24, 0.01, 0.22], [0.10, -0.17, 0.22], [-0.15, 0.66, -0.16], [0.31, -0.42, 0.54], [-0.64, -0.67, 0.78], [-0.51, 1.26, -0.64], [0.05, 0.88, -1.14], [-0.61, -1.56, 0.48], [0.22, 0.94, 0.43], [1.48, -0.16, -0.84], [0.53, -0.24, 0.00], [0.62, 0.19, 0.65], [-0.25, -0.45, 0.78], [0.15, -0.98, -0.20], [-0.24, 0.24, -0.38], [-0.52, -0.02, -0.13], [-0.39, 0.05, 0.13], [-0.24, 0.10, -0.15], [-1.31, 0.21, -0.51], [-0.54, -2.79, -1.63], [-0.34, 1.71, 0.68], [0.47, 1.65, 1.37], [0.86, 0.56, 0.73], [0.32, -0.16, 0.06], [0.13, -0.03, -0.35], [0.58, 0.00, -0.22], [0.12, -0.43, 0.02], [-0.41, -0.96, 0.04], [-0.18, -0.03, 0.23], [-0.39, -0.67, -0.02], [-0.09, -0.16, -0.19], [1.33, 0.97, 0.43], [-0.31, 0.09, 1.29], [-0.59, -0.27, -0.21], [1.51, 0.69, 0.56], [-1.72, -1.11, -0.85], [0.43, 1.79, 0.30], [-0.15, -1.31, 0.56], [1.65, -0.15, 0.35], [-0.09, 0.31, -0.72], [-0.53, 0.07, 0.37], [-0.48, -0.53, -0.39], [0.22, 0.20, 0.44], [-0.05, 0.16, 0.20], [-0.21, 0.15, -0.35], [0.06, -0.22, -0.27], [0.03, -0.21, -0.86], [0.02, 0.02, -0.40], [0.00, 0.16, 0.12], [0.07, 0.04, 0.08], [0.22, -0.06, -0.50], [-0.53, 0.48, -0.16], [-0.28, -0.31, 0.16], [-0.11, 0.08, 0.20], [0.15, -0.05, -0.09]], "mulliken_charge": [-1.821, -1.067, -0.142, -1.299, 0.646, 1.053, 0.213, -0.067, -1.094, -0.574, -1.175, 0.791, -0.154, 0.471, 0.868, 0.046, 0.515, -1.259, -0.535, -0.930, 0.374, -0.097, 0.403, 0.514, 0.387, 0.414, 0.460, 0.349, 0.477, 0.439, 0.508, 0.313, 0.394, 0.460, 0.463, 0.445, 0.239, -0.398, 0.981, 0.184, -0.260, -0.798, -0.348, -0.760, -0.420, 0.288, 0.307, 0.394, 0.362, 0.335, 0.374, 0.354, 0.321, -1.090, 0.416, -0.482, 0.218, 0.287, 0.530, 0.318, 0.419, -0.092, 0.467, -1.512, 1.350, -0.053, 0.457, -0.440, -0.603, -0.875, -0.483, 0.282, -0.394, -0.983, -0.338, -0.759, -0.505, 0.437, 0.430, 0.473, -0.173, 0.393, 0.415, 0.463, 0.382, 0.401, 0.477, 0.417, 0.457, 0.350], "charge": 3, "orbital_gap_ev": 6.356}